(1)
ORCA calculation (ωB97M-V with the def2-TZVPD basis set) on a single C18H29NO3 molecule.

Summary:
* E: -26768.407 eV
* HOMO level: -7.87 eV
* SMILES: CC[C@@H]1CCCCN1C[C@H](O)COCc1cccc(OC)c1
* orbital gap: 8.7 eV

```
51
Properties=species:S:1:pos:R:3:forces:R:3:lowdin_charge:R:1
C 2.2657 1.4724 3.1534 0.0500 0.1939 -0.1592 -0.09
C 3.2349 1.8952 2.0554 -0.0168 -0.4069 0.1216 -0.21
C 3.7087 0.6921 1.2393 0.2393 0.5170 -0.0465 -0.34
C 4.8985 1.0329 0.3249 -0.0319 -0.3137 0.2381 -0.15
C 5.4134 -0.2415 -0.3424 -0.0880 0.1820 -0.2298 -0.20
C 4.2742 -0.9536 -1.0676 -0.0157 -0.1206 0.2861 -0.18
C 3.1035 -1.1748 -0.0999 0.0964 -0.0804 -0.2871 -0.19
N 2.6256 0.0557 0.4992 0.0615 -0.0433 0.0245 -0.12
C 1.8710 0.8932 -0.4152 -0.3148 0.0362 0.3288 -0.13
C 0.4831 1.2699 0.1515 -0.0619 0.1886 -0.5711 -0.34
O -0.1145 0.2041 0.8422 -0.1910 -0.1929 0.0013 -0.02
C -0.4195 1.7681 -0.9957 0.2402 0.2035 0.4119 -0.15
O -0.4284 0.8443 -2.0721 0.1522 -0.1373 0.0757 -0.14
C -1.7106 0.4475 -2.5186 -0.0764 -0.0261 -0.1309 -0.16
C -2.4186 -0.4317 -1.5176 -0.0544 0.1406 0.0396 -0.21
C -1.8454 -1.6471 -1.1516 -0.0237 -0.1120 -0.0444 -0.07
C -2.4559 -2.4360 -0.1979 0.1937 0.0287 -0.1459 -0.07
C -3.6395 -2.0377 0.4024 -0.3646 0.1108 0.2153 -0.02
C -4.2196 -0.8278 0.0416 0.0678 -0.0431 -0.0503 -0.26
O -5.3784 -0.3316 0.5542 0.2347 0.1275 -0.2388 -0.08
C -6.0480 -1.0732 1.5446 -0.1122 -0.1327 0.1688 -0.09
C -3.5954 -0.0286 -0.9182 -0.0324 -0.0771 -0.0053 0.04
H 1.4489 0.8961 2.7294 -0.1365 -0.0978 0.0260 0.06
H 1.8600 2.3434 3.6634 -0.0777 0.0408 0.1192 0.07
H 2.7762 0.8525 3.8873 0.0221 -0.0807 0.1067 0.07
H 4.1109 2.3704 2.5043 0.0048 0.0601 -0.0931 0.11
H 2.7642 2.6312 1.4028 0.0511 0.1070 -0.0908 0.10
H 4.0538 -0.0662 1.9560 0.0399 0.0331 0.0045 0.15
H 4.5875 1.7501 -0.4380 -0.0103 0.1035 -0.0224 0.11
H 5.6946 1.4945 0.9118 0.0095 0.0926 0.0092 0.11
H 6.2181 -0.0044 -1.0427 0.0507 -0.0635 0.0579 0.11
H 5.8218 -0.9057 0.4241 0.0680 -0.0327 0.0275 0.11
H 4.6156 -1.9123 -1.4625 -0.0199 -0.0214 -0.0910 0.11
H 3.9378 -0.3417 -1.9079 -0.0262 -0.0092 -0.0895 0.11
H 2.2727 -1.6634 -0.6153 -0.0022 -0.0494 0.0515 0.11
H 3.4262 -1.8347 0.7121 -0.0151 -0.0727 -0.0295 0.12
H 1.6885 0.3449 -1.3428 0.1116 0.0364 0.0284 0.12
H 2.3939 1.8192 -0.6806 0.0263 -0.0031 -0.1025 0.13
H 0.5635 2.0730 0.8892 0.0376 0.0413 -0.0814 0.14
H -0.1654 -0.5492 0.2405 -0.0828 -0.0232 0.0827 0.07
H -0.0397 2.7300 -1.3662 -0.0622 -0.0402 0.0143 0.13
H -1.4294 1.9131 -0.6009 0.0455 0.0234 0.0095 0.13
H -1.5190 -0.1098 -3.4411 -0.1168 0.0951 0.0681 0.13
H -2.3238 1.3267 -2.7591 0.0245 -0.0980 -0.0036 0.13
H -0.9272 -1.9647 -1.6242 0.1213 -0.0614 -0.0583 0.12
H -2.0114 -3.3778 0.0882 0.0282 -0.0832 0.0240 0.11
H -4.0934 -2.6745 1.1448 -0.0718 -0.0275 0.0728 0.10
H -6.9264 -0.4863 1.8085 0.0524 -0.0807 0.0158 0.09
H -5.4245 -1.2107 2.4336 -0.0189 -0.0075 -0.0394 0.10
H -6.3672 -2.0506 1.1681 0.0288 0.0355 0.0213 0.10
H -4.0628 0.9086 -1.1803 -0.0337 0.1405 -0.0404 0.13
```
Positions in Å, forces in eV/Å.

(2)
ORCA calculation (ωB97M-V with the def2-TZVPD basis set) on a 2-piece molecular cluster, C18H30BClO8P overall at a distorted geometry.

Summary:
* E: -58017.002 eV
* HOMO level: -3.83 eV
* total charge: -1
* orbital gap: 3.6 eV

```
59
Properties=species:S:1:pos:R:3:forces:R:3:lowdin_charge:R:1
C -0.7565 -3.7417 3.6833 0.0975 0.7920 0.2251 -0.17
C -0.9178 -2.6802 2.4008 1.2220 -0.3534 1.2142 -0.25
C 0.6073 -2.6170 1.7212 -2.3778 1.6390 0.2974 -0.14
C 0.4858 -2.0252 0.1725 2.0517 -2.0105 0.0785 -0.21
O 1.5353 -2.8548 -0.5076 -1.6996 1.5424 0.2506 -0.18
B 2.8502 -2.2396 -0.1130 -2.6514 -1.4223 0.7913 -0.97
P 4.0770 -2.6232 -1.5323 0.6872 0.2534 -3.1881 0.65
O 3.1396 -3.2240 -2.9141 0.7006 -1.8374 2.1802 -0.46
Cl 5.3297 -4.3218 -1.0441 -0.8990 0.3657 0.0479 0.02
O 2.5174 -0.8319 0.2203 -1.6464 2.0953 -0.9826 -0.07
C 1.1135 -0.5005 -0.1089 -2.3024 -2.6844 0.4457 -0.31
C 0.2838 0.5542 0.8387 0.3869 1.1229 0.5188 -0.08
C 1.1806 1.8128 1.4098 -1.2645 0.0332 0.5013 -0.20
O 1.1392 1.7747 2.9001 -0.8640 0.6170 -0.5337 -0.17
C 0.6748 -0.2494 -1.6674 0.5318 -0.2189 -1.5407 -0.11
C 1.8870 0.1980 -2.6747 -0.1229 0.8427 -0.4664 -0.16
C 2.8638 1.3867 -2.1113 1.1719 0.9741 -0.8766 -0.36
C 4.4267 1.1249 -2.6449 -0.4258 0.4031 1.5616 -0.13
C 2.4480 2.9080 -2.6391 -0.0286 0.2530 0.6661 -0.14
H -1.2703 -3.2899 4.6557 0.8392 -1.1817 -2.0607 0.06
H -1.1914 -4.8105 3.4338 1.0237 2.1819 0.6178 0.07
H 0.4070 -3.7838 3.9467 -2.6017 -0.1976 -0.6231 0.08
H -1.7298 -3.0217 1.6291 1.5227 0.6579 1.5309 0.10
H -1.1946 -1.6364 2.8841 0.3844 -2.0576 -1.2924 0.09
H 1.0239 -3.7090 1.7763 -0.5167 2.3427 -0.5200 0.13
H 1.2138 -1.8404 2.3819 -0.9673 -1.9195 -1.3832 0.14
H -0.5603 -2.2702 -0.3381 2.0890 0.6803 1.1778 0.15
H 3.2782 -2.8678 0.8138 0.5832 0.2491 0.8023 0.06
H 2.8003 -4.1600 -2.6889 0.4534 2.2840 -0.3205 0.06
H -0.6381 1.0507 0.2653 2.2897 -1.4715 0.9762 0.09
H -0.2073 0.0486 1.8020 1.3478 0.8801 -2.1333 0.11
H 2.3128 1.7799 1.1166 -2.3551 0.0300 0.5491 0.12
H 0.6358 2.8240 1.1112 1.5035 -1.9286 0.2024 0.12
H 0.2430 2.0692 3.2420 1.6139 -0.5856 -1.0549 0.09
H -0.1940 0.5469 -1.8090 1.8521 -1.4948 0.7192 0.11
H 0.2306 -1.2637 -2.1138 1.1061 2.1252 1.0283 0.13
H 2.5667 -0.6813 -3.0502 -1.4725 1.4765 1.0496 0.09
H 1.3605 0.6365 -3.6513 1.1194 -0.9598 1.9173 0.11
H 2.9412 1.4633 -0.9464 -0.3445 -0.5289 -2.2310 0.11
H 4.8239 0.1685 -2.0708 -0.7469 1.8485 -1.5834 0.04
H 4.5039 1.0336 -3.8090 -0.1743 0.0947 2.2412 0.08
H 5.0578 2.0573 -2.2484 -1.1877 -1.9842 -1.0836 0.07
H 3.3467 3.6736 -2.4631 -1.8554 -1.7504 -0.3587 0.07
H 2.1854 2.9331 -3.7795 0.4267 -0.1449 2.1217 0.07
H 1.5388 3.3436 -2.0053 1.7386 -0.9866 -1.4750 0.07
C -6.0827 1.5472 -0.1929 -0.1987 0.4060 0.1435 0.07
C -5.0190 0.7416 -0.2148 -0.5541 -1.6186 -1.0643 -0.20
C -3.7457 1.1232 0.4566 1.1714 -0.2291 0.3104 -0.29
O -2.7913 0.3540 0.4357 -1.2387 0.4121 -0.1334 0.10
C -3.6843 2.4327 1.1245 0.1017 -0.2548 -0.0738 0.09
C -4.7469 3.2396 1.1432 0.6292 1.3953 0.9011 -0.21
C -6.0283 2.8459 0.4957 -0.9440 -0.0665 -0.3842 -0.31
O -6.9935 3.6009 0.5454 0.7680 -0.2429 0.1337 0.10
O -4.6953 4.4728 1.7667 -0.8480 -1.3725 -0.9608 0.07
O -5.0617 -0.4794 -0.8622 0.7649 1.5783 1.1175 0.08
H -7.0151 1.2814 -0.6749 0.0595 0.0204 0.0414 0.14
H -2.7473 2.7053 1.5931 -0.0353 -0.0247 -0.0293 0.14
H -5.5873 4.8647 1.6439 0.3741 -0.1910 0.0434 0.11
H -4.1716 -0.8739 -0.7342 -0.2883 0.1219 -0.0495 0.12
```
Positions in Å, forces in eV/Å.

(3)
ORCA calculation (ωB97M-V with the def2-TZVPD basis set) on C18H30ClN2OOsPSi as an isolated structure at a distorted geometry.

Summary:
* E: -56331.029 eV
* HOMO level (spin up / spin down): -3.78 / -7.93 eV
* orbital gap (spin up / spin down): 3.9 / 6.1 eV
* 2S+1: 5
* ⟨S²⟩: 6.0764

```
55
Properties=species:S:1:pos:R:3:forces:R:3:lowdin_spin:R:1
Os -0.2443 0.0405 0.0837 -1.0033 -2.1739 2.9854 1.46
Si -0.9100 2.2052 0.7464 -0.1117 1.2780 1.1668 0.08
P -1.2647 0.7699 -1.8157 -0.0291 0.2459 -1.5643 0.04
N 1.3235 -0.1503 -0.8875 0.4429 0.0681 -0.5510 0.63
H -1.5397 -1.3350 -0.7197 -1.8150 -0.8017 2.5462 0.02
C -1.2812 -0.6377 -3.0071 -0.1877 0.1798 0.0930 0.01
H -1.8822 -0.3821 -3.8862 0.1984 -0.0757 0.0196 0.00
H -1.7147 -1.5175 -2.5154 0.1010 0.1652 -0.3684 0.00
H -0.2390 -0.8509 -3.2817 -0.3223 0.0208 0.0664 0.00
C -2.9734 1.4139 -1.9110 -0.2856 0.3154 -0.2013 0.00
H -3.2397 1.5503 -2.9740 0.1977 -0.0386 0.3696 0.00
H -3.0847 2.3915 -1.4115 0.1865 -0.4099 -0.1027 0.00
H -3.6965 0.7202 -1.4803 0.1762 0.1073 -0.0802 0.00
C -0.3492 2.0023 -2.7971 0.0165 0.2756 -0.2997 0.01
H -0.9201 2.2672 -3.6970 0.0304 -0.1249 0.1850 0.00
H 0.6054 1.5853 -3.1213 -0.0049 -0.0554 0.1584 0.00
H -0.1549 2.9220 -2.2409 -0.0627 -0.1967 0.0300 0.00
C -2.4928 2.5242 1.7304 -0.5014 -0.3302 0.1026 0.01
H -2.6534 1.7998 2.5346 0.1852 -0.0747 -0.1750 0.00
H -3.4261 2.5457 1.1522 0.2553 -0.1002 -0.1125 0.00
H -2.4287 3.5046 2.2109 0.2380 0.0481 -0.1321 0.00
H 0.1914 2.3681 1.7394 0.0726 0.3072 -0.0269 0.02
H -0.8922 3.3914 -0.1795 0.2308 -0.3537 -0.0867 0.00
C 2.5199 0.3773 -1.0948 0.0602 -0.0832 -0.0653 0.06
C 4.8377 0.1659 -1.7291 0.7104 -0.1610 -0.3872 -0.01
C 3.5990 -0.4114 -1.5901 -0.2289 -0.0205 0.0612 0.12
C 2.7192 1.7469 -0.7809 0.6995 0.3143 -0.0606 0.14
C 3.9819 2.3237 -0.9247 -0.9022 -1.3726 -0.2828 -0.01
C 5.0278 1.5179 -1.4125 -0.0734 0.8169 0.2181 0.15
H 5.6924 -0.4294 -2.1152 -0.7072 0.4999 0.3429 0.00
H 3.4019 -1.4578 -1.8398 0.1371 0.3743 0.1336 0.01
H 1.8433 2.2910 -0.4182 0.4164 -0.0217 -0.0597 0.01
H 4.0919 3.3609 -0.6753 0.3641 0.2936 0.0033 0.00
H 5.9856 2.0079 -1.5558 0.0559 -0.3213 -0.0006 0.01
C -2.2384 -1.6514 0.3968 1.6445 2.8771 0.8601 0.12
O -1.6457 -0.6300 1.4173 -1.0904 -1.7582 -3.1909 0.22
C -1.8470 -3.0444 0.7746 0.9975 -1.7450 0.8976 0.02
H -2.7147 -3.7629 0.8872 0.8027 1.0101 0.1103 0.00
H -1.1880 -3.0398 1.7207 -1.2398 0.0734 -1.2758 0.00
H -1.1962 -3.5131 0.0073 -0.3269 0.3148 0.2931 0.00
C -3.7240 -1.3349 0.3370 -0.3036 0.8667 0.7967 0.02
H -4.3027 -1.9991 -0.3089 0.1435 0.0446 -0.0735 0.00
H -3.8497 -0.2695 0.0258 -0.0710 -0.9986 0.3496 0.00
H -4.1624 -1.4025 1.3967 0.8099 -0.0470 -1.4388 0.00
Cl 3.1797 -4.0689 2.1846 0.4632 -0.5936 -0.0319 0.00
C 2.1931 -2.7444 2.6251 -1.3932 1.8538 -2.2516 0.05
C 1.8544 -2.4815 3.9499 -0.1002 0.0097 -0.0209 0.23
C 1.0462 -1.3546 4.1849 -0.3127 0.9443 -1.2176 0.03
C 0.6579 -0.5327 3.1159 -0.7845 0.2992 2.4041 0.13
N 0.8669 -0.8767 1.8226 0.3097 1.1286 -1.9769 0.23
C 1.6710 -1.9504 1.5754 1.0775 -1.3990 1.4400 0.15
H 2.2457 -3.1155 4.7082 0.0549 -0.2611 0.6306 0.02
H 0.7226 -1.1116 5.1907 0.2010 0.1866 -0.0888 0.00
H 0.1322 0.4451 3.3195 0.4911 -1.3453 -0.3243 0.01
H 1.8659 -2.1826 0.5337 0.0875 -0.0552 0.1839 0.01
```
Positions in Å, forces in eV/Å.

(4)
ORCA calculation (ωB97M-V with the def2-TZVPD basis set) on a 3-piece molecular cluster, C18H30F7O8P overall at a distorted geometry.

Summary:
* E: -63843.035 eV
* HOMO level: -9.03 eV
* SMILES: CC(C)=CCC[C@H](C)CCO[P@@](=O)(O)OF.CCOC(=O)C(F)(F)F.CCOC(=O)C(F)(F)F
* orbital gap: 9.2 eV

```
64
Properties=species:S:1:pos:R:3:forces:R:3:lowdin_charge:R:1
C -3.4305 2.9182 -1.4730 0.0832 -0.6927 -0.3799 -0.04
C -2.6289 2.2695 -2.5777 -1.0408 0.0228 -0.2942 -0.36
C -3.4141 1.5103 -3.6296 -0.2177 0.5959 0.5512 -0.06
C -1.3238 2.3500 -2.6962 1.3042 0.2645 0.2522 -0.11
C -0.3609 2.9133 -1.6700 -0.2426 0.5496 -0.9216 -0.17
C 0.9652 2.1481 -1.5324 -0.5319 -0.1692 0.8606 -0.18
C 0.8296 0.6183 -1.4670 1.8386 -0.2732 -0.3197 -0.34
C 2.1446 0.0538 -0.8477 -0.4979 0.1401 -0.7726 -0.07
C 0.7259 -0.0547 -2.8752 -0.7614 -0.4388 1.3300 -0.13
C -0.5133 -0.9589 -2.9124 0.7623 0.4861 -2.0547 -0.20
O -0.4948 -1.9518 -1.8624 -0.2013 1.1998 1.2521 -0.16
P -1.8129 -1.9712 -0.9739 -0.4810 -1.5340 -0.0643 0.39
O -2.8656 -2.7094 -1.6319 -1.0760 -0.0453 -0.8756 -0.20
O -1.4527 -2.6544 0.4275 0.8912 0.8658 -0.6263 -0.09
O -2.4099 -0.4735 -0.6377 0.1047 -0.6660 -0.4383 -0.11
F -1.9413 -0.0259 0.5944 0.5336 0.4816 0.7587 -0.05
H -2.8190 3.5521 -0.8370 -0.1340 0.0234 0.0305 0.07
H -4.2114 3.5122 -1.9557 -0.0078 0.0651 0.2300 0.08
H -3.9170 2.1425 -0.8718 -0.0639 0.1822 0.0756 0.08
H -2.7797 1.2893 -4.4874 -0.1079 -0.2547 0.0442 0.08
H -3.8153 0.6064 -3.1568 0.0787 -0.1197 -0.3028 0.08
H -4.2799 2.0863 -3.9733 0.0724 -0.0383 -0.0276 0.08
H -0.8903 2.0148 -3.6343 0.0640 -0.1542 0.1054 0.10
H -0.1452 3.9473 -1.9795 0.1657 -0.0758 0.1590 0.12
H -0.8854 3.0120 -0.7181 0.2627 -0.2774 0.0975 0.10
H 1.7111 2.4213 -2.2858 -0.2493 -0.0392 -0.1667 0.12
H 1.4031 2.4632 -0.5781 0.0165 0.0559 -0.1279 0.10
H 0.0254 0.2995 -0.8034 -0.2338 0.3172 -0.2173 0.11
H 2.1110 -1.0386 -0.8781 0.0011 0.0599 0.3870 0.08
H 2.3445 0.4465 0.1487 0.0354 -0.1648 -0.0043 0.07
H 2.9464 0.3367 -1.5393 0.1561 0.0826 0.3454 0.08
H 0.6974 0.6877 -3.6710 -0.2305 -0.1343 -0.0506 0.11
H 1.6019 -0.6833 -3.0597 -0.0124 0.0912 0.0523 0.11
H -1.4157 -0.3421 -2.9342 -0.0434 -0.2132 0.4694 0.09
H -0.4942 -1.4985 -3.8651 -0.1907 -0.1998 0.2292 0.13
H -0.9650 -3.4590 0.1832 -0.0064 0.0250 0.3652 0.09
C 3.6229 6.0177 2.8437 -0.1363 -0.0390 -0.3059 -0.06
C 4.7923 5.0604 2.9327 -0.1003 0.4197 0.5006 -0.20
O 4.7176 4.0553 1.9050 0.1068 -0.2873 -0.2257 0.03
C 5.1631 4.4138 0.7054 -0.0370 0.3856 0.6642 -0.40
O 5.6056 5.4847 0.4150 0.0491 -0.1340 -0.3302 0.17
C 5.0607 3.2289 -0.2637 -0.0720 -0.7667 -0.7230 -0.53
F 3.8791 2.5974 -0.1608 0.2160 0.2780 0.1481 0.15
F 6.0220 2.3216 -0.0157 -0.0871 0.2694 0.1786 0.16
F 5.1979 3.6139 -1.5341 -0.0081 0.1987 0.3129 0.17
H 2.6796 5.4705 2.8706 0.0271 -0.0191 0.1229 0.08
H 3.6442 6.7230 3.6738 0.0328 -0.0275 0.0136 0.08
H 3.6432 6.5795 1.9100 0.0976 0.0518 0.0467 0.08
H 4.7647 4.5259 3.8803 -0.0183 -0.2344 -0.1542 0.13
H 5.7457 5.5855 2.8834 0.0005 -0.0507 -0.2323 0.13
C -3.1034 -5.0634 1.9180 -0.2852 -0.2283 0.1727 -0.05
C -1.7413 -5.5537 2.3582 -0.0589 0.4296 -0.5084 -0.20
O -1.8190 -6.2597 3.6091 0.1458 -0.2033 0.2760 0.03
C -2.1975 -7.5319 3.5378 0.0913 0.5205 -0.5429 -0.40
O -2.4786 -8.1224 2.5381 -0.0374 -0.2807 0.2045 0.17
C -2.1887 -8.1581 4.9389 -0.0977 -0.3787 0.8410 -0.53
F -2.7558 -7.3510 5.8494 0.0787 -0.0245 -0.2703 0.16
F -0.9280 -8.3980 5.3422 -0.1270 0.1185 -0.2344 0.16
F -2.8484 -9.3169 4.9611 0.1024 0.2183 -0.2273 0.17
H -3.5624 -4.4592 2.7016 0.1027 0.1035 -0.0328 0.09
H -3.0214 -4.4615 1.0156 -0.0299 -0.0014 0.0091 0.06
H -3.7785 -5.8953 1.7180 0.0925 -0.0430 -0.0773 0.08
H -1.0799 -4.7053 2.5317 0.0065 -0.0844 0.2953 0.12
H -1.2748 -6.1800 1.5966 -0.0945 -0.2088 0.1275 0.13
```
Positions in Å, forces in eV/Å.

> Which of these has the lowest E?

C18H30F7O8P

> Among the records above, which one has the lowest E?

C18H30F7O8P

> Number 3 is which compound?

C18H30ClN2OOsPSi

> Which value of E does entry 2 give?

-58017.002 eV